{"formula": "C3H11NS2", "method": "ωB97M-V/def2-TZVPD", "e_homo_ha": -0.3199, "e_above_lowest_ev": 0.542, "smiles": "CNC.CSS", "lumo_energy_ev": 0.5, "symbols": ["C", "N", "C", "H", "H", "H", "H", "H", "H", "H", "C", "S", "S", "H", "H", "H", "H"], "coordinates": [[1.862, -0.780, -1.197], [1.624, 0.342, -0.312], [1.489, -0.083, 1.069], [2.792, -1.229, -0.842], [1.096, -1.566, -1.152], [2.025, -0.475, -2.226], [0.849, 0.901, -0.596], [0.884, -1.005, 1.154], [0.988, 0.681, 1.655], [2.470, -0.332, 1.473], [-2.099, 1.170, 0.894], [-3.344, -0.034, 0.341], [-2.226, -1.086, -1.048], [-1.408, 0.672, 1.566], [-2.549, 2.028, 1.380], [-1.576, 1.513, 0.004], [-2.878, -0.716, -2.162]], "nbo_charge": [-0.413, -0.622, -0.412, 0.187, 0.164, 0.201, 0.351, 0.159, 0.196, 0.190, -0.744, 0.087, -0.148, 0.217, 0.233, 0.223, 0.133]}